(1)
H26O13 | wB97M-V/def2-TZVPD

The geometry in XYZ format:
```
39
Properties=species:S:1:pos:R:3:forces:R:3:nbo_charge:R:1
O 1.5781 0.8838 -3.3152 -0.190 -0.648 -0.381 -0.94
H 1.4836 0.0034 -2.9148 0.196 0.630 -0.080 0.46
H 1.7513 1.5292 -2.6286 0.023 -0.126 0.368 0.48
O 1.6344 1.2513 -0.3125 -1.703 -0.430 1.100 -1.04
H 0.8037 1.9313 -0.0840 1.754 -2.606 -1.384 0.53
H 1.3144 0.3624 -0.6725 -0.071 2.244 0.553 0.47
O 1.2748 -3.9055 1.1812 1.130 0.953 -1.478 -0.84
H 1.9573 -3.3161 1.5209 0.788 -0.106 -0.496 0.48
H 0.8483 -4.0564 1.9831 -1.955 -1.177 2.200 0.49
O -2.6742 -2.7700 -0.5703 6.569 -14.721 -4.683 -0.89
H -1.9898 -2.9574 0.0008 1.736 -0.056 2.006 0.45
H -3.0723 -2.1009 -0.4651 -8.286 14.733 2.648 0.44
O 1.4730 -2.3920 -1.1117 -2.078 -0.269 1.646 -0.85
H 0.7728 -2.9582 -0.6443 0.647 1.594 -0.415 0.51
H 1.9701 -3.1474 -1.3664 1.693 -0.949 -1.044 0.49
O -2.9549 2.8884 -1.1436 1.040 -0.357 -0.164 -0.94
H -2.8609 2.7958 -2.1014 -0.390 0.184 -0.146 0.48
H -2.4846 2.0920 -0.8467 -0.552 -0.168 0.335 0.48
O -1.8527 0.2903 0.5177 1.050 -0.493 -0.127 -0.96
H -0.9425 0.0801 0.8595 -1.653 0.391 -1.101 0.47
H -2.3932 -0.3552 0.9866 -0.198 0.089 -0.100 0.48
O -0.0899 3.0547 -0.9133 -1.218 -6.593 0.571 -0.97
H 0.6439 3.5150 -0.8807 4.529 4.904 -0.236 0.49
H -0.9603 3.2908 -0.9760 -3.393 2.290 -0.218 0.53
O -0.2033 -0.7865 2.2968 3.462 -2.959 0.917 -0.95
H 0.6563 -0.6043 2.7886 -1.704 -0.685 0.058 0.46
H -0.4320 0.1050 2.3540 -1.915 3.302 0.247 0.50
O 2.2412 -1.4424 1.4531 5.424 -0.476 -2.752 -0.62
H 2.7029 -1.1352 0.5409 -1.812 -0.827 2.345 0.57
H 1.3612 -1.1789 1.5423 -4.051 1.140 -0.629 0.51
O -0.8891 1.7384 2.3788 1.637 -9.335 -1.647 -0.91
H -0.3087 2.1976 2.7913 6.112 4.844 4.475 0.46
H -1.5406 2.2395 2.1840 -7.343 5.109 -2.360 0.48
O 1.9372 0.8225 2.6886 -0.011 -0.514 -1.394 -0.81
H 2.4589 0.1866 3.1728 0.986 0.023 0.699 0.49
H 2.2290 0.7357 1.7401 -0.212 0.953 0.644 0.51
O -1.6783 0.4095 -3.4249 -0.063 -0.648 -0.721 -0.95
H -1.1968 -0.2134 -4.0267 -0.378 1.054 1.128 0.49
H -1.1433 0.6207 -2.6540 0.399 -0.294 -0.381 0.47
```
Forces are in eV/Å.

The calculation puts the energy above the lowest of the compared OMol25 structures with the same formula, charge and spin at 145.69 kcal per mole. The total charge is +1. The spin multiplicity is 2. For the highest occupied orbital energy (alpha / beta), the calculation gives -13.5 / -13.5 eV.

(2)
CH3IOS2 | wB97M-V/def2-TZVPD

The geometry in XYZ format:
```
8
Properties=species:S:1:pos:R:3:forces:R:3:nbo_charge:R:1
C -0.7443 1.0834 0.0290 2.224 -1.888 0.422 -0.83
O -0.5517 -1.2339 -1.3121 -0.436 -0.759 -0.081 -0.81
S 2.8295 -1.2847 0.6564 -0.044 0.130 -0.067 -0.25
S -0.0456 0.1495 -1.4098 -0.421 1.145 0.286 0.94
I 0.9315 -2.4854 1.0563 0.048 -0.197 0.186 0.24
H 0.2273 1.3238 0.5136 -0.878 -0.058 0.430 0.24
H -1.2307 1.9698 -0.1750 -0.962 1.905 -1.051 0.23
H -1.4161 0.4777 0.6415 0.469 -0.278 -0.126 0.25
```
Forces are in eV/Å.

The calculation puts the energy above the lowest of the compared OMol25 structures with the same formula, charge and spin at 45.97 kcal per mole. The spin multiplicity is 1. For the highest occupied orbital energy (alpha / beta), the calculation gives -8.9 / -8.6 eV.

(3)
C39H45IrN5O | wB97M-V/def2-TZVPD

The geometry in XYZ format:
```
91
Properties=species:S:1:pos:R:3:forces:R:3:lowdin_spin:R:1
Ir -0.8434 0.4044 -0.7063 0.384 -2.571 1.625 1.25
N 3.1225 1.4570 0.0595 0.678 0.446 -0.057 0.09
N 1.0236 0.1586 -2.6110 -0.308 -0.833 -1.617 0.13
C -2.8410 0.9368 -0.2951 -0.931 0.817 0.098 0.09
C -2.0785 2.1210 -0.6204 -0.421 0.111 0.039 0.06
C -1.1258 2.3299 0.4370 -0.471 0.170 0.685 0.10
C -0.0552 3.3650 0.5104 0.316 0.013 0.159 0.01
H 0.0208 3.8991 -0.4413 0.073 0.016 0.152 0.00
H 0.9091 2.8642 0.6997 -0.179 0.272 -0.142 0.00
H -0.2132 4.1068 1.3097 -0.085 -0.137 -0.176 0.01
C -1.3679 1.3318 1.4228 -0.359 0.204 -0.333 0.10
C -0.6820 1.2156 2.7142 0.841 -0.120 0.099 0.03
H -1.0050 1.9006 3.5054 -0.297 -0.018 -0.189 0.01
H 0.3523 1.4378 2.4670 -0.415 -0.373 0.421 0.00
H -0.7073 0.1844 3.0767 -0.015 0.240 0.158 0.01
C -2.3328 0.4114 0.9353 -0.500 0.788 0.466 0.11
C -2.7644 -0.8216 1.6527 0.004 -0.077 0.135 0.04
H -1.9071 -1.2883 2.1528 -0.199 0.012 -0.132 0.01
H -3.1835 -1.5457 0.9508 -0.025 -0.031 0.125 0.00
H -3.5135 -0.5981 2.4234 0.015 -0.081 -0.109 0.01
C -2.1850 2.9357 -1.8564 -0.030 0.214 -0.220 0.01
H -2.7979 3.8374 -1.7322 0.018 -0.067 -0.059 0.00
H -2.6063 2.3157 -2.6522 -0.020 0.216 -0.048 0.00
H -1.1743 3.2325 -2.1601 -0.253 0.087 -0.106 0.00
C -3.9200 0.3221 -1.1013 -0.102 -0.089 -0.241 0.02
H -3.9030 -0.7569 -0.9232 -0.228 0.058 -0.164 0.00
H -3.6930 0.4885 -2.1565 -0.333 -0.096 -0.043 0.00
H -4.9174 0.7127 -0.8659 0.048 -0.057 -0.041 0.01
C 4.1278 1.0726 0.8247 0.144 -0.168 -0.285 -0.01
H 4.5286 1.8180 1.5151 -0.116 -0.216 -0.146 0.00
C 4.6912 -0.2053 0.7704 0.384 0.223 0.251 0.12
H 5.4953 -0.4397 1.4565 0.039 -0.103 -0.082 0.02
C 4.2200 -1.1266 -0.1593 -0.535 0.046 -0.325 0.01
H 4.6624 -2.1092 -0.2850 -0.011 0.038 0.259 0.00
C 3.1485 -0.7572 -0.9510 0.090 0.377 -0.037 0.09
H 2.6490 -1.4064 -1.6692 0.379 -0.047 0.227 0.01
C 2.6484 0.5632 -0.8256 -0.629 -0.259 -0.298 0.03
C 1.5413 0.9940 -1.6002 0.841 1.152 -0.248 0.37
H 1.2992 2.0608 -1.6858 0.285 -0.496 0.077 0.01
C -0.2465 -0.2733 -2.3771 0.126 0.291 -1.051 0.16
C 1.3522 -0.0389 -3.9585 0.258 0.664 0.876 0.02
H 2.2959 0.2813 -4.3476 0.195 -0.068 -0.195 0.00
C 0.2869 -0.5937 -4.5408 -0.627 -0.251 -0.169 0.02
H 0.1437 -0.8870 -5.5581 -0.043 -0.190 -0.240 0.00
N -0.7263 -0.7434 -3.5768 0.176 0.072 -0.222 0.05
C -2.0831 -1.1614 -3.8455 0.007 -0.049 -0.086 0.00
C -2.8929 -0.4614 -4.7555 -0.003 -0.458 0.260 0.00
C -4.1802 -0.9397 -5.0285 0.187 -0.111 0.190 0.00
H -4.8120 -0.3999 -5.7335 0.153 -0.001 0.123 0.00
C -4.6807 -2.0890 -4.4246 0.344 0.042 0.071 0.00
C -6.0527 -2.6038 -4.7422 -0.300 -0.100 -0.066 0.00
H -6.5356 -3.0086 -3.8461 0.044 0.101 -0.135 0.00
H -6.0285 -3.4124 -5.4844 0.079 0.141 0.098 0.00
H -6.6824 -1.8062 -5.1470 0.027 -0.112 0.066 0.00
C -3.8636 -2.7642 -3.5226 0.123 0.297 -0.081 0.00
H -4.2302 -3.6813 -3.0618 0.113 0.188 0.025 0.00
C -2.5797 -2.3067 -3.2145 -0.149 -0.047 -0.255 0.00
C -1.7427 -3.0716 -2.2509 0.014 -0.428 0.326 0.02
H -0.7061 -3.1358 -2.5959 -0.120 -0.012 0.182 0.00
H -2.1627 -4.0811 -2.1582 0.243 0.157 0.110 0.00
H -1.7442 -2.5937 -1.2590 0.128 -0.093 -0.251 0.02
C -2.4283 0.7764 -5.4411 -0.062 0.518 -0.295 0.00
H -1.8109 0.5420 -6.3186 -0.045 0.118 0.185 0.00
H -1.8531 1.4297 -4.7749 -0.043 -0.151 -0.148 0.00
H -3.3137 1.3227 -5.7944 0.333 0.005 0.036 0.00
C 2.7614 -0.9895 5.5608 -0.458 -0.243 0.495 0.18
N 2.5059 -1.1668 4.1554 0.526 -0.697 1.123 0.01
N 2.2048 -0.1268 3.3142 -0.164 0.698 -0.374 0.00
C 1.6682 -0.6991 2.1563 -1.003 0.707 -1.638 0.01
O 1.1858 -0.0567 1.1977 1.032 -0.575 1.182 0.06
C 1.6760 -2.1008 2.3737 -0.520 -0.483 -0.816 0.02
C 2.0923 -2.3390 3.6350 0.244 0.302 0.329 0.04
C 2.0861 -3.6131 4.4001 -0.155 -0.950 -0.025 0.20
C 2.8865 1.1170 3.5251 0.320 0.154 0.221 0.00
C 4.1537 1.0278 4.1007 0.086 0.192 0.299 0.03
C 4.7999 2.1612 4.5865 -0.164 -0.245 -0.217 0.03
C 4.2385 3.4229 4.4061 -0.007 -0.237 -0.021 0.01
C 3.0238 3.5431 3.7399 0.084 -0.520 -0.166 0.01
C 2.3570 2.3953 3.2979 -0.273 -0.155 0.110 0.00
H 2.7572 0.0657 5.8054 0.191 -0.023 0.130 0.02
H 3.7243 -1.4641 5.7950 -0.143 0.244 0.274 0.07
H 1.9498 -1.4530 6.1368 0.230 -0.005 0.030 0.05
H 1.3542 -2.8329 1.6519 -0.143 0.124 0.045 0.01
H 3.0712 -3.9568 4.7496 0.028 0.368 -0.090 0.06
H 1.4354 -3.6322 5.2907 0.217 0.437 -0.324 0.04
H 1.6976 -4.4022 3.7376 0.160 0.262 0.163 0.02
H 4.5832 0.0381 4.2340 0.108 0.258 0.014 0.03
H 5.7260 2.0262 5.1370 0.001 0.139 -0.178 0.02
H 4.7462 4.2982 4.7828 0.022 0.099 0.064 0.00
H 2.5746 4.5258 3.5895 0.089 -0.313 -0.053 0.00
H 1.3956 2.4899 2.8121 0.454 0.279 0.192 0.00
```
Forces are in eV/Å.

The calculation puts the energy above the lowest of the compared OMol25 structures with the same formula, charge and spin at 0.00 kcal per mole. The total charge is -1. The spin multiplicity is 5. For the highest occupied orbital energy (alpha / beta), the calculation gives 0.6 / -4.6 eV.

(4)
CH2N2O3Si | wB97M-V/def2-TZVPD

The geometry in XYZ format:
```
9
Properties=species:S:1:pos:R:3:forces:R:3:nbo_charge:R:1
C 0.6599 -2.5545 0.2984 -0.195 4.574 -1.681 -0.05
N 0.7240 -3.5437 0.8559 0.124 -2.191 1.090 -0.51
N -0.2114 1.1614 1.0100 -2.510 -1.022 3.000 0.13
O 0.5280 1.4287 1.9348 0.540 0.485 -0.553 -0.31
O -1.4420 0.9729 1.1595 1.932 0.598 -0.859 -0.33
O -0.7772 0.6369 -1.5540 2.695 2.365 0.553 -1.09
Si 0.4208 0.5694 -0.5389 0.829 -1.161 -1.866 1.75
H -1.3935 0.0401 -1.8024 -3.271 -2.908 -1.042 0.53
H 1.4914 1.2887 -1.3632 -0.143 -0.738 1.358 -0.12
```
Forces are in eV/Å.

The calculation puts the energy above the lowest of the compared OMol25 structures with the same formula, charge and spin at 116.32 kcal per mole. The spin multiplicity is 1. For the highest occupied orbital energy (alpha / beta), the calculation gives -10.6 / -10.6 eV.

(5)
C7H9ClN2O3 | wB97M-V/def2-TZVPD

The geometry in XYZ format:
```
22
Properties=species:S:1:pos:R:3:forces:R:3:nbo_charge:R:1
C 0.3624 1.7545 -0.7207 -0.013 2.714 0.380 -0.21
C 0.3795 1.3555 0.5580 -0.135 -0.558 0.266 -0.34
C 0.5091 0.8724 -1.8308 -0.333 -0.446 -0.189 0.26
C -0.4817 -0.3006 -1.8843 1.420 -1.478 -1.888 -0.59
C -1.1336 -0.6580 -0.6708 -0.228 0.100 0.419 -0.02
C 0.9954 0.1252 0.8432 -2.162 -0.939 2.489 0.33
C 0.0471 -0.1368 3.0660 -4.257 0.606 1.097 -0.28
N 1.2873 1.1061 -2.7707 1.050 0.184 -2.154 -0.58
N -0.7699 -1.9004 -0.2078 -1.469 -0.960 2.038 0.43
O -1.1403 -2.2068 0.9511 0.034 0.143 -0.736 -0.44
O -0.1301 -2.6580 -0.9191 0.686 -0.662 -0.013 -0.43
O 0.7182 -0.6132 1.9478 2.219 0.022 -1.278 -0.47
Cl 2.2290 -0.4982 -0.0949 0.467 -0.565 0.150 0.15
H 0.1408 2.8272 -0.8490 -0.125 -0.700 -0.569 0.23
H -0.1927 1.9122 1.2934 0.470 -0.076 0.246 0.24
H -1.1871 0.0881 -2.5606 -1.178 0.436 -1.144 0.24
H -0.0092 -1.2748 -2.3973 -0.858 2.427 1.284 0.30
H -2.0438 -0.1484 -0.3068 0.947 -0.677 0.291 0.23
H -1.1446 -0.3425 2.8929 2.721 0.369 0.379 0.20
H 0.0897 0.9876 3.1727 0.475 -1.297 0.178 0.19
H 0.2931 -0.7133 4.0329 0.168 0.975 -1.868 0.23
H 1.1811 0.4221 -3.5455 0.103 0.384 0.621 0.33
```
Forces are in eV/Å.

The calculation puts the energy above the lowest of the compared OMol25 structures with the same formula, charge and spin at 172.83 kcal per mole. The spin multiplicity is 1. For the highest occupied orbital energy (alpha / beta), the calculation gives -7.7 / -8.7 eV.

(6)
C12H36Ca2F2O6 | wB97M-V/def2-TZVPD

The geometry in XYZ format:
```
58
Properties=species:S:1:pos:R:3:forces:R:3:nbo_charge:R:1
Ca 20.9903 -6.2123 -23.4884 0.674 0.319 -0.095 1.89
Ca 22.1925 -5.8715 -26.8508 -0.905 0.939 2.134 1.91
F 20.2298 -5.9331 -25.5732 1.447 -0.316 -0.341 -0.94
F 23.0143 -6.0627 -24.6635 -1.064 -0.081 -1.254 -0.93
C 22.6045 -9.6226 -24.2541 -0.236 -1.481 0.889 -0.63
C 22.2241 -9.2809 -22.8087 -0.100 1.062 -1.577 -0.08
O 20.8663 -8.6214 -22.9566 1.446 -0.064 0.904 -0.85
H 21.8857 -10.3828 -24.5601 0.092 0.052 -0.485 0.23
H 23.5937 -10.0784 -24.2970 0.062 0.090 -0.005 0.24
H 22.5729 -8.7847 -24.9505 -0.057 0.229 0.340 0.18
H 22.9966 -8.6106 -22.4318 -0.500 0.480 0.371 0.20
H 22.1135 -10.0997 -22.0978 0.074 -0.188 -0.452 0.21
H 20.3214 -9.2239 -22.4450 -0.663 0.293 -0.057 0.51
C 27.3005 -6.1418 -23.3391 1.217 -1.120 -1.049 -0.63
C 26.2671 -7.0701 -23.9035 -0.011 -0.930 0.916 -0.07
O 25.0550 -6.8524 -23.1885 -0.647 0.104 -0.212 -0.79
H 28.2242 -6.4381 -23.8362 0.302 0.479 -0.329 0.23
H 27.5699 -6.3702 -22.3079 -0.717 0.530 0.229 0.24
H 27.0606 -5.1128 -23.6065 0.280 -0.048 0.456 0.19
H 26.4831 -8.1308 -23.7754 0.615 -0.033 0.404 0.18
H 26.1854 -7.0358 -24.9899 -0.413 0.789 -0.189 0.16
H 24.3836 -6.6323 -23.8384 -0.446 0.087 -0.059 0.49
C 19.7665 -2.2836 -22.2194 -0.577 -0.458 -0.478 -0.64
C 21.0003 -3.0820 -21.9055 0.237 0.237 -0.614 -0.06
O 21.3796 -3.7895 -23.1263 -0.646 -0.792 0.260 -0.84
H 19.8613 -1.6554 -23.1051 0.451 0.557 0.425 0.22
H 19.3367 -1.7819 -21.3524 0.162 0.174 -0.178 0.25
H 19.0323 -2.9973 -22.5932 -0.338 -0.218 0.345 0.21
H 20.7837 -3.8054 -21.1194 0.200 -0.101 -0.034 0.18
H 21.8720 -2.4950 -21.6165 -0.155 0.134 0.262 0.18
H 22.2157 -3.4424 -23.4458 0.361 0.197 -0.082 0.51
C 21.4761 -1.7382 -27.4350 -1.564 1.466 -0.439 -0.65
C 21.0380 -2.7288 -26.3783 -0.663 1.364 -1.433 -0.09
O 22.1770 -3.5474 -26.2495 0.084 -2.403 0.482 -0.85
H 22.3864 -1.2088 -27.1537 0.203 -0.469 -0.073 0.23
H 20.7536 -0.9293 -27.5435 -0.314 0.119 0.260 0.23
H 21.4874 -2.1022 -28.4624 0.547 -0.526 0.168 0.22
H 20.1491 -3.3149 -26.6117 0.123 -0.197 -0.422 0.19
H 20.7314 -2.2077 -25.4713 0.626 -0.132 0.355 0.19
H 22.5757 -3.2658 -25.4229 0.995 0.151 0.346 0.53
C 23.0879 -5.3212 -19.3943 -1.656 -1.317 -0.700 -0.64
C 22.9108 -6.4692 -20.4355 1.742 -0.679 2.583 -0.08
O 22.6696 -6.0059 -21.6992 -0.904 0.833 -2.315 -0.82
H 22.9934 -5.8178 -18.4286 0.659 0.444 0.250 0.24
H 22.2072 -4.6839 -19.4740 0.005 0.223 0.068 0.20
H 23.9763 -4.7141 -19.5685 0.085 -0.347 0.253 0.22
H 22.2221 -7.2800 -20.1981 -0.439 0.462 0.427 0.18
H 23.8755 -6.9685 -20.5261 0.180 -0.393 0.501 0.18
H 23.5698 -5.7931 -21.9562 0.164 0.281 -1.203 0.52
C 24.8182 -3.5223 -22.6783 1.027 0.623 -0.283 -0.65
C 24.8941 -3.1228 -24.1478 0.061 0.121 2.100 -0.07
O 23.6929 -2.4186 -24.3735 -1.244 0.080 -1.366 -0.77
H 23.8713 -3.9368 -22.3323 0.278 -0.896 -0.586 0.20
H 24.8131 -2.6185 -22.0689 0.744 0.243 0.062 0.21
H 25.7426 -4.0912 -22.5786 -0.487 -0.317 1.257 0.25
H 25.0394 -4.0136 -24.7590 -0.581 0.282 -0.431 0.19
H 25.7347 -2.4401 -24.2719 0.145 -0.190 -0.275 0.20
H 23.6858 -1.6471 -23.8022 0.043 0.252 -0.030 0.50
```
Forces are in eV/Å.

The total charge is +2. The spin multiplicity is 1. For the highest occupied orbital energy, the calculation gives -15.2 eV.

| no. | maximum force (eV/Å) | calculated total energy (Eh) |
| --- | --- | --- |
| 1 | 17.110 | -993.13116 |
| 2 | 2.948 | -1209.11981 |
| 3 | 3.065 | -1966.25382 |
| 4 | 4.877 | -663.81319 |
| 5 | 4.438 | -1067.27347 |
| 6 | 3.189 | -2484.87590 |